1.
Entry from the Open Molecules 2025 dataset: C26H25BiF4N4O6S2 as an isolated structure (the ωB97M-V functional and the def2-TZVPD basis).

Geometry as ORCA input:
```
! wB97M-V def2-TZVPD RIJCOSX def2/J DEFGRID3
* xyz -2 1
H -0.95749 -1.86835 -0.21467
C 2.37141 -4.07996 0.01283
H 1.16525 0.83045 2.55562
N 1.10976 -1.96956 -0.46402
C 3.51282 -4.82364 -0.20414
C -1.27619 -0.31318 2.73014
H -0.61871 7.24274 0.99570
C -0.06908 -2.18109 1.69355
H -2.77384 -1.67977 1.93588
C -2.54451 6.47494 1.59156
C -1.32218 6.41989 0.95144
C -1.82070 4.18180 0.16994
H -4.37995 5.43001 2.04041
O 3.54326 1.12338 1.34097
H 5.45486 -4.97999 -1.13706
F 3.59030 -6.03863 0.39149
F 5.37222 -2.62920 -2.33208
H 0.37973 4.36700 -0.73622
C -1.42717 2.95485 -0.59127
C 2.16708 -2.78936 -0.54914
H 1.97851 -0.59479 1.97870
H -2.54391 -0.20544 0.98115
C 4.39835 -3.13116 -1.54089
F 3.19400 -1.17783 -1.93760
O 0.50865 -0.11871 -2.77450
H -2.81454 7.36529 2.15033
S 2.92842 2.32439 0.78619
C 1.42225 -0.71105 4.05645
C 4.56526 -4.38983 -0.97822
C 1.15872 -0.26213 2.61665
C -3.42233 5.39122 1.53579
N -2.30886 1.98313 -0.67920
C 3.27841 -2.37679 -1.34259
C -2.26860 -2.69056 -4.47579
C -0.94698 5.27857 0.23112
N -0.08633 -0.75518 2.02498
H -2.97923 -3.36495 -4.93871
H -0.31488 -3.48571 0.00412
C -3.04710 4.26099 0.82732
H -0.90674 -2.71074 2.17245
C -1.81258 -0.77062 -3.04256
H 1.07676 -2.09437 -4.22319
H -3.76205 -1.50198 -3.50322
C -0.89157 -2.84561 -4.67400
H 1.37712 -1.80101 4.15108
O 3.64378 3.55992 1.00139
C -2.57215 -0.60623 1.99182
H -3.70039 3.39974 0.76160
O 0.24006 5.28859 -0.38280
H -0.52062 -3.65917 -5.29073
N -1.70198 0.94563 -1.37204
H -1.33705 -0.76337 3.73731
H 0.84249 -2.63627 2.08323
H 0.70078 -0.27960 4.75452
H -3.40811 -0.13330 2.51438
C -0.41348 -0.90758 -3.26266
H 2.42137 -0.38691 4.36589
H -1.18731 0.76755 2.87226
S 2.87280 1.97642 -1.30057
C -0.10493 -2.42917 0.19520
O 1.49290 2.39755 1.14878
C 0.00618 -1.97944 -4.08646
C -2.69820 -1.65073 -3.67167
C -2.38035 0.32070 -2.23753
O -0.26230 2.92926 -1.13003
Bi 0.79606 0.59324 -0.70195
H -3.42279 0.60799 -2.40385
F 1.43562 -4.64234 0.82714
*
```

Summary:
Energy above the lowest of the compared OMol25 structures with the same formula, charge and spin: 0.458 eV
Highest occupied orbital energy: -2.13 eV
LUMO level: 4.66 eV
M: 838.61 g mol⁻¹
DFT total energy: -3086.784872 hartree

=====

2.
Entry from the Open Molecules 2025 dataset: a 2-piece molecular cluster, C9H14O overall in a non-equilibrium geometry (the ωB97M-V functional and the def2-TZVPD basis).

Geometry as ORCA input:
```
! wB97M-V def2-TZVPD RIJCOSX def2/J DEFGRID3
* xyz 0 1
H 3.70606 -0.58355 -1.62234
H -2.20637 2.08133 -1.61114
H 3.98287 0.96456 -0.94925
C 2.03104 -0.09890 -0.56444
C 3.22635 0.33570 -1.40505
H 0.83215 -2.89969 1.03200
C -3.17130 2.25525 -1.22456
O -1.22782 -1.56472 1.46064
H -1.17646 -2.49699 1.42631
C -3.36468 1.38539 0.13831
H 2.61880 -2.21594 -0.62879
C 0.93372 -1.86926 0.68270
H -1.05043 0.95667 0.96811
H 2.92428 0.89221 -2.35294
C -0.11055 -0.94600 0.97573
H -2.92582 0.36105 -0.14445
H -2.67243 1.84067 0.76307
C 1.16511 0.83960 -0.02802
C 1.94317 -1.47038 -0.25783
H -3.84728 1.91364 -1.98911
C -0.02211 0.38913 0.64282
H 1.42273 1.96627 -0.12617
H -3.28500 3.25244 -0.89851
H -4.28515 1.56193 0.68998
*
```

Summary:
Energy above the lowest of the compared OMol25 structures with the same formula, charge and spin: 1.998 eV
Highest occupied orbital energy: -8.41 eV
LUMO level: 0.89 eV
M: 138.21 g mol⁻¹
DFT total energy: -426.499367 hartree